Version 1
ORCA calculation (ωB97M-V/def2-TZVPD) on a molecular structure, C2H8N4O2Sn.

Summary:
Total charge: +2
M (g/mol): 238.82

The geometry in XYZ format:
```
17
Properties=species:S:1:pos:R:3:lowdin_charge:R:1
Sn 1.878 0.645 1.609 1.798
C 1.752 -2.564 -0.982 -0.795
O 1.965 -1.550 -0.334 -0.138
N 1.989 -2.858 -2.193 0.225
N 1.102 -3.505 -0.437 0.196
H 1.575 -3.687 -2.594 0.148
H 2.273 -2.097 -2.793 0.148
H 0.871 -3.339 0.532 0.136
H 1.074 -4.419 -0.866 0.146
C -1.388 2.777 1.335 -0.769
O -0.431 2.466 2.065 -0.093
N -2.181 3.741 1.547 0.227
N -1.717 2.233 0.241 0.188
H -2.998 3.771 0.955 0.148
H -2.150 4.283 2.399 0.159
H -1.362 1.336 -0.059 0.128
H -2.255 2.768 -0.426 0.147
```


Version 2
ORCA calculation (ωB97M-V/def2-TZVPD) on a molecular structure, C2H8N4O2Sn.

Summary:
Total charge: +2
M (g/mol): 238.82

The geometry in XYZ format:
```
17
Properties=species:S:1:pos:R:3:lowdin_charge:R:1
Sn -0.802 0.800 1.685 1.812
C -3.117 0.575 -1.419 -0.626
O -2.354 1.177 -0.624 -0.177
N -4.080 1.292 -2.038 0.204
N -3.267 -0.755 -1.487 0.196
H -4.267 2.209 -1.668 0.131
H -4.588 0.981 -2.849 0.135
H -4.182 -1.084 -1.743 0.134
H -2.539 -1.322 -1.091 0.114
C 3.112 -0.386 1.506 -0.643
O 1.960 -0.052 1.868 -0.181
N 4.083 0.510 1.159 0.184
N 3.599 -1.605 1.583 0.204
H 4.980 0.232 0.800 0.120
H 3.935 1.497 1.025 0.121
H 3.023 -2.261 2.089 0.138
H 4.505 -1.807 1.205 0.134
```


Stability, descending: version 2, version 1


Version 1
ORCA calculation (ωB97M-V/def2-TZVPD) on a molecular structure, C5H11Cl8Hg2O.

Summary:
Total charge: +3
M (g/mol): 771.95

The geometry in XYZ format:
```
27
Properties=species:S:1:pos:R:3:lowdin_charge:R:1
Hg -2.118 2.803 0.441 1.289
Hg 1.444 3.434 1.344 1.383
C 0.250 0.528 0.691 -0.281
O -0.036 1.936 0.674 -0.662
H -0.659 -0.056 0.837 0.024
H 0.734 0.248 -0.250 0.088
H 0.937 0.265 1.503 -0.021
C 3.870 -1.237 0.047 -1.003
Cl 3.079 -2.110 1.373 0.577
Cl 3.472 -1.943 -1.504 0.609
H 3.500 -0.218 0.091 0.005
H 4.943 -1.282 0.197 0.049
C -1.416 1.125 -3.777 -0.912
Cl -0.520 -0.226 -3.098 0.593
Cl -1.495 2.519 -2.667 0.529
H -0.927 1.450 -4.691 0.065
H -2.416 0.750 -3.952 0.021
C 0.550 -0.297 3.503 -0.939
Cl 1.455 1.190 3.684 0.634
Cl -1.146 -0.083 3.086 0.654
H 1.035 -0.949 2.782 -0.010
H 0.536 -0.792 4.477 0.074
C -2.881 -1.380 -0.958 -1.100
Cl -3.852 -1.399 -2.407 0.670
Cl -3.710 -1.932 0.471 0.647
H -2.006 -2.018 -1.089 0.042
H -2.622 -0.326 -0.809 -0.023
```


Version 2
ORCA calculation (ωB97M-V/def2-TZVPD) on a molecular structure, C5H11Cl8Hg2O.

Summary:
Total charge: +3
M (g/mol): 771.95

The geometry in XYZ format:
```
27
Properties=species:S:1:pos:R:3:lowdin_charge:R:1
Hg 15.468 -10.919 -15.830 1.154
Hg 18.145 -12.093 -18.012 1.160
C 18.325 -11.579 -14.539 -0.227
O 17.670 -11.587 -15.793 -0.690
H 18.980 -10.728 -14.335 0.080
H 17.660 -11.744 -13.694 0.047
H 19.019 -12.427 -14.617 0.096
C 15.218 -13.963 -12.490 -0.924
Cl 16.856 -14.134 -11.794 0.561
Cl 15.143 -13.708 -14.246 0.520
H 14.736 -14.916 -12.288 0.051
H 14.714 -13.170 -11.948 0.037
C 21.135 -14.175 -11.489 -0.999
Cl 22.668 -13.321 -11.597 0.676
Cl 21.369 -15.806 -10.854 0.701
H 20.456 -13.665 -10.803 0.043
H 20.621 -14.211 -12.449 0.039
C 21.477 -8.315 -11.768 -0.982
Cl 21.318 -10.037 -11.797 0.632
Cl 21.425 -7.622 -13.382 0.659
H 20.618 -7.928 -11.208 0.058
H 22.390 -8.016 -11.247 0.077
C 16.662 -10.780 -10.295 -1.038
Cl 17.282 -9.340 -11.056 0.592
Cl 16.852 -10.760 -8.533 0.657
H 15.622 -10.922 -10.580 0.041
H 17.276 -11.620 -10.628 -0.020
```


Stability, descending: version 1, version 2


Version 1
ORCA calculation (ωB97M-V/def2-TZVPD) on a molecular structure, C29H25F3NO10S5SbZr.

Summary:
Total charge: -2
M (g/mol): 977.83

The geometry in XYZ format:
```
75
Properties=species:S:1:pos:R:3:lowdin_charge:R:1
Zr 0.187 -0.416 0.468 1.608
O 3.111 -2.400 -4.499 0.080
C 2.239 -2.174 -3.492 -0.281
C 1.182 -1.275 -3.622 0.066
C 0.374 -1.055 -2.541 -0.215
N 0.557 -1.695 -1.383 -0.023
C 1.591 -2.534 -1.256 -0.190
C 2.437 -2.829 -2.293 0.078
C 1.724 -2.985 0.195 -0.564
O 2.127 -4.090 0.480 0.088
O 1.335 -2.049 1.000 -0.288
C -0.592 0.098 -2.427 -0.583
O -1.045 0.655 -3.400 0.083
O -0.805 0.426 -1.185 -0.251
H 2.946 -1.758 -5.199 0.109
H 1.020 -0.704 -4.530 0.130
H 3.281 -3.491 -2.160 0.141
S 2.448 0.439 -0.611 0.044
S 3.796 0.031 0.916 -0.057
S 2.592 0.073 2.705 -0.210
S 3.258 -1.277 4.031 -0.254
O -1.638 2.675 1.164 -0.372
S -1.138 1.494 1.837 0.296
O -1.347 1.485 3.258 -0.289
O 0.359 1.287 1.512 -0.660
O -1.703 0.213 1.217 -0.453
C -0.415 -1.785 3.432 -0.088
C -1.563 -2.348 2.626 -0.242
O -1.291 -2.378 1.204 -0.259
C -2.521 -2.584 0.502 -0.262
C -2.270 -3.039 -0.922 -0.056
H -0.673 -1.846 4.490 0.093
H -0.259 -0.732 3.209 0.027
H 0.509 -2.334 3.263 0.046
H -2.457 -1.740 2.785 0.118
H -1.771 -3.378 2.931 0.121
H -3.094 -1.654 0.525 0.117
H -3.084 -3.361 1.028 0.116
H -1.992 -2.206 -1.563 0.056
H -3.177 -3.501 -1.317 0.076
H -1.462 -3.772 -0.938 0.084
F 1.321 9.326 0.218 0.019
C 1.102 8.019 -0.097 -0.301
C 1.983 7.065 0.362 -0.029
C 1.741 5.735 0.038 -0.133
C 0.655 5.351 -0.759 -0.329
C -0.222 6.355 -1.171 -0.106
C -0.008 7.692 -0.846 -0.028
Sb 0.327 3.181 -1.024 1.632
C -1.356 3.615 -2.334 -0.365
C -1.221 4.194 -3.594 -0.135
C -2.332 4.453 -4.391 -0.023
C -3.578 4.122 -3.904 -0.294
F -4.670 4.373 -4.678 0.017
C -3.759 3.558 -2.660 -0.015
C -2.637 3.309 -1.875 -0.100
C 1.788 3.135 -2.688 -0.367
C 1.540 2.531 -3.919 -0.135
C 2.563 2.319 -4.844 -0.031
C 3.843 2.696 -4.508 -0.296
F 4.846 2.493 -5.407 0.019
C 4.140 3.277 -3.293 -0.020
C 3.106 3.483 -2.390 -0.139
H 2.832 7.364 0.964 0.111
H 2.415 4.975 0.422 0.095
H -1.091 6.096 -1.764 0.084
H -0.687 8.473 -1.165 0.108
H -0.235 4.462 -3.954 0.095
H -2.241 4.902 -5.372 0.108
H -4.760 3.323 -2.320 0.111
H -2.755 2.878 -0.887 0.085
H 0.535 2.210 -4.168 0.078
H 2.371 1.863 -5.809 0.107
H 5.163 3.541 -3.058 0.112
H 3.341 3.917 -1.425 0.086
```


Version 2
ORCA calculation (ωB97M-V/def2-TZVPD) on a molecular structure, C29H25F3NO10S5SbZr.

Summary:
Total charge: -2
M (g/mol): 977.83

The geometry in XYZ format:
```
75
Properties=species:S:1:pos:R:3:lowdin_charge:R:1
Zr -1.949 -0.244 0.506 1.379
O -0.829 4.360 4.801 0.058
C -0.967 3.375 3.869 -0.280
C -0.597 3.573 2.541 0.060
C -0.790 2.515 1.674 -0.171
N -1.359 1.391 2.062 0.000
C -1.558 1.134 3.354 -0.214
C -1.387 2.121 4.304 0.078
C -1.533 -0.375 3.616 -0.680
O -1.524 -0.790 4.761 0.046
O -1.303 -1.027 2.533 -0.320
C -0.130 2.343 0.320 -0.593
O 0.602 3.215 -0.124 0.048
O -0.302 1.155 -0.151 -0.236
H -0.493 5.145 4.364 0.097
H -0.106 4.474 2.194 0.124
H -1.511 1.894 5.353 0.131
S -2.354 -2.876 0.492 -0.027
S -4.383 -2.864 0.866 -0.090
S -4.519 -1.842 2.651 -0.089
S -4.143 0.115 2.116 0.075
O -3.278 0.576 -3.053 -0.316
S -3.151 -0.471 -2.065 0.293
O -3.762 -1.717 -2.436 -0.330
O -3.678 0.018 -0.688 -0.594
O -1.683 -0.657 -1.636 -0.563
C -0.764 2.510 -2.981 -0.072
C -1.826 3.453 -2.462 -0.276
O -2.366 2.994 -1.234 -0.178
C -3.404 3.842 -0.795 -0.283
C -4.120 3.219 0.382 -0.079
H -0.476 2.830 -3.987 0.074
H -1.163 1.498 -3.035 0.051
H 0.115 2.520 -2.342 0.051
H -2.647 3.523 -3.188 0.113
H -1.414 4.464 -2.312 0.114
H -4.115 3.996 -1.620 0.116
H -2.986 4.829 -0.535 0.115
H -4.461 2.217 0.127 0.040
H -4.989 3.823 0.654 0.075
H -3.473 3.151 1.258 0.055
F 2.906 -7.436 1.186 0.028
C 2.489 -6.170 0.923 -0.290
C 3.247 -5.398 0.065 -0.026
C 2.819 -4.105 -0.200 -0.131
C 1.661 -3.595 0.384 -0.380
C 0.920 -4.411 1.238 -0.110
C 1.334 -5.711 1.515 -0.009
Sb 0.945 -1.622 0.001 1.602
C 1.324 -1.630 -2.096 -0.361
C 0.704 -2.617 -2.859 -0.108
C 0.803 -2.617 -4.242 -0.009
C 1.521 -1.605 -4.845 -0.285
F 1.627 -1.596 -6.200 0.027
C 2.129 -0.598 -4.129 -0.017
C 2.021 -0.617 -2.743 -0.097
C 2.722 -0.611 0.642 -0.333
C 3.719 -1.266 1.363 -0.112
C 4.835 -0.584 1.832 -0.023
C 4.934 0.766 1.572 -0.291
F 6.025 1.439 2.029 0.026
C 3.968 1.458 0.877 -0.004
C 2.857 0.762 0.418 -0.111
H 4.143 -5.809 -0.381 0.110
H 3.397 -3.487 -0.879 0.106
H 0.002 -4.041 1.683 0.064
H 0.768 -6.358 2.171 0.117
H 0.104 -3.382 -2.377 0.111
H 0.310 -3.365 -4.848 0.115
H 2.659 0.190 -4.647 0.112
H 2.485 0.178 -2.175 0.090
H 3.630 -2.325 1.571 0.086
H 5.612 -1.083 2.397 0.110
H 4.069 2.522 0.708 0.118
H 2.087 1.315 -0.105 0.073
```


Stability, descending: version 2, version 1


Version 1
ORCA calculation (ωB97M-V/def2-TZVPD) on 2 unconnected molecules or ions with the total composition C9H13NO2.

Summary:
2S+1: 2
Total charge: -1
M (g/mol): 167.21

The geometry in XYZ format:
```
25
Properties=species:S:1:pos:R:3:mulliken_spin:R:1
C 1.885 1.803 -3.127 0.036
C 1.332 0.369 0.873 -0.144
C 0.554 1.427 0.462 0.174
C 2.384 -0.211 0.099 0.370
C 0.901 1.911 -0.829 0.450
C 2.455 0.156 -1.251 0.073
C 1.777 1.236 -1.738 -0.051
O 1.138 -0.330 2.093 -0.017
H 0.983 0.346 2.762 -0.006
H -0.209 1.815 1.122 0.027
H 3.063 -0.873 0.630 0.042
H 0.712 2.972 -1.078 0.060
H 2.996 -0.567 -1.879 0.002
H 2.773 1.384 -3.602 0.006
H 1.933 2.904 -3.102 0.006
H 0.857 1.724 -3.553 -0.030
C -2.306 -1.388 2.258 0.009
C -3.060 -2.332 1.366 -0.006
O -3.188 -3.518 1.613 0.000
N -3.406 -1.889 0.117 0.000
H -3.846 -2.608 -0.451 0.000
H -3.291 -1.039 -0.408 0.003
H -2.581 -1.495 3.328 -0.001
H -2.647 -0.347 2.108 -0.001
H -1.209 -1.450 2.186 -0.002
```


Version 2
ORCA calculation (ωB97M-V/def2-TZVPD) on 2 unconnected molecules or ions with the total composition C9H13NO2.

Summary:
2S+1: 2
Total charge: -1
M (g/mol): 167.21

The geometry in XYZ format:
```
25
Properties=species:S:1:pos:R:3:mulliken_spin:R:1
C -1.405 3.364 0.333 -0.046
C 1.437 0.514 1.360 -0.110
C 0.343 0.605 2.160 0.276
C 1.496 1.156 0.071 -0.036
C -0.712 1.504 1.807 0.355
C 0.647 2.215 -0.160 0.764
C -0.517 2.318 0.776 -0.463
O 2.417 -0.237 1.640 -0.127
H 2.095 -1.202 1.847 0.014
H 0.387 -0.004 3.100 0.056
H 2.320 0.808 -0.488 0.025
H -1.752 1.399 2.122 0.015
H 0.691 2.806 -1.093 0.208
H -2.419 3.001 0.242 -0.018
H -0.810 3.925 -0.482 -0.032
H -1.537 4.235 0.981 0.021
C -1.756 -3.329 -0.920 0.131
C -0.686 -2.675 -1.718 0.075
O 0.551 -2.559 -1.611 -0.036
N -1.113 -1.833 -2.852 0.066
H -1.936 -4.198 -1.714 -0.018
H -2.598 -2.761 -0.560 -0.082
H -0.242 -1.496 -3.215 -0.009
H -2.087 -1.670 -3.167 -0.052
H -1.151 -3.680 -0.093 0.024
```


Stability, descending: version 1, version 2